Entry from the Open Molecules 2025 dataset: a molecular structure, C40H109F12MgN11O22S4 in a non-equilibrium geometry (ωB97M-V/def2-TZVPD).

Atoms and positions in Å:
Mg (-14.22, 4.01, 16.15)
C (-13.10, 3.94, 20.07)
F (-12.69, 2.69, 20.12)
F (-13.12, 4.46, 21.29)
F (-12.23, 4.64, 19.33)
S (-14.80, 4.11, 19.22)
O (-15.88, 3.94, 20.17)
O (-14.83, 5.44, 18.62)
N (-14.64, 3.09, 17.86)
S (-15.36, 1.75, 18.36)
O (-14.87, 1.30, 19.64)
O (-16.80, 1.77, 18.27)
C (-14.72, 0.40, 17.23)
F (-13.40, 0.46, 17.08)
F (-15.10, -0.75, 17.78)
F (-15.29, 0.46, 16.02)
C (-13.02, 4.99, 12.35)
F (-12.75, 5.81, 11.37)
F (-13.45, 3.84, 11.89)
F (-11.93, 4.80, 13.07)
S (-14.36, 5.77, 13.51)
O (-14.50, 7.12, 13.03)
O (-15.53, 4.93, 13.32)
N (-13.76, 5.55, 15.12)
S (-12.75, 6.72, 15.36)
O (-11.87, 6.24, 16.42)
O (-12.06, 7.26, 14.20)
C (-13.83, 8.09, 16.12)
F (-14.11, 7.82, 17.38)
F (-13.15, 9.24, 16.07)
F (-14.95, 8.26, 15.44)
O (-14.29, 2.72, 14.73)
H (-15.02, 2.22, 14.29)
H (-13.48, 2.40, 14.32)
O (-12.18, 3.40, 16.30)
H (-11.68, 4.18, 16.65)
H (-11.54, 2.69, 16.27)
O (-11.74, 0.98, 11.43)
H (-11.64, 1.94, 11.40)
H (-11.83, 0.72, 10.51)
O (-16.11, 4.64, 16.15)
H (-16.64, 4.54, 15.35)
H (-16.76, 4.89, 16.87)
O (-11.87, 8.35, 19.36)
H (-11.93, 7.47, 18.97)
H (-12.64, 8.81, 19.03)
C (-19.45, 5.61, 11.36)
C (-19.27, 4.89, 12.71)
C (-20.13, 5.46, 13.82)
O (-21.50, 5.24, 13.53)
C (-22.29, 5.59, 14.66)
N (-19.69, 3.46, 12.52)
H (-20.52, 5.61, 11.10)
H (-18.96, 5.07, 10.55)
H (-19.14, 6.65, 11.46)
H (-18.22, 4.80, 13.01)
H (-19.79, 6.48, 14.04)
H (-19.86, 4.95, 14.75)
H (-22.07, 4.82, 15.40)
H (-23.36, 5.60, 14.48)
H (-22.06, 6.58, 15.06)
H (-19.62, 3.23, 11.53)
H (-20.71, 3.53, 12.57)
C (-15.68, 1.05, 11.48)
C (-17.01, 0.78, 12.17)
C (-17.28, -0.67, 12.53)
O (-18.52, -0.69, 13.19)
C (-19.28, -1.88, 13.08)
N (-17.03, 1.67, 13.35)
H (-14.86, 0.69, 12.11)
H (-15.48, 2.11, 11.33)
H (-15.64, 0.60, 10.48)
H (-17.85, 1.13, 11.55)
H (-16.46, -1.13, 13.11)
H (-17.28, -1.35, 11.67)
H (-19.45, -2.12, 12.02)
H (-20.22, -1.72, 13.58)
H (-18.76, -2.69, 13.61)
H (-17.87, 1.42, 13.87)
H (-17.33, 2.53, 12.90)
C (-20.16, 5.48, 17.49)
C (-18.87, 6.28, 17.67)
C (-19.11, 7.54, 18.49)
O (-17.94, 8.34, 18.66)
C (-17.76, 9.27, 17.62)
N (-17.87, 5.36, 18.19)
H (-20.54, 5.15, 18.46)
H (-19.96, 4.55, 16.96)
H (-20.82, 6.15, 16.94)
H (-18.45, 6.45, 16.67)
H (-19.50, 7.33, 19.49)
H (-19.90, 8.17, 18.06)
H (-17.44, 8.82, 16.68)
H (-17.12, 10.10, 17.93)
H (-18.67, 9.87, 17.44)
H (-17.06, 5.93, 18.44)
H (-18.09, 4.83, 19.03)
C (-9.09, 2.79, 20.72)
C (-9.38, 3.10, 19.26)
C (-9.26, 4.56, 18.92)
O (-9.73, 4.87, 17.63)
C (-8.98, 5.79, 16.87)
N (-8.54, 2.25, 18.39)
H (-9.33, 1.80, 21.08)
H (-9.60, 3.53, 21.35)
H (-8.02, 2.94, 20.91)
H (-10.38, 2.70, 19.05)
H (-8.22, 4.87, 19.07)
H (-9.82, 5.16, 19.66)
H (-9.50, 6.03, 15.95)
H (-7.98, 5.40, 16.64)
H (-8.89, 6.74, 17.41)
H (-7.66, 2.71, 18.12)
H (-8.97, 2.34, 17.47)
C (-15.93, 6.39, 9.45)
C (-16.63, 5.77, 8.22)
C (-15.71, 5.98, 7.03)
O (-15.74, 7.33, 6.63)
C (-14.73, 7.78, 5.75)
N (-16.96, 4.37, 8.53)
H (-15.99, 7.46, 9.25)
H (-14.96, 5.93, 9.59)
H (-16.51, 6.07, 10.32)
H (-17.49, 6.40, 7.95)
H (-16.22, 5.44, 6.22)
H (-14.69, 5.64, 7.21)
H (-13.86, 8.03, 6.37)
H (-15.01, 8.65, 5.17)
H (-14.55, 6.91, 5.10)
H (-17.12, 3.76, 7.74)
H (-17.84, 4.47, 9.03)
C (-11.60, 5.57, 6.41)
C (-10.58, 6.04, 7.46)
C (-11.09, 6.94, 8.56)
O (-9.98, 7.29, 9.36)
C (-10.23, 8.36, 10.29)
N (-10.04, 4.80, 8.07)
H (-12.36, 4.86, 6.74)
H (-11.11, 5.18, 5.52)
H (-12.15, 6.45, 6.05)
H (-9.79, 6.56, 6.91)
H (-11.83, 6.31, 9.08)
H (-11.58, 7.84, 8.19)
H (-10.31, 9.29, 9.72)
H (-9.43, 8.37, 11.03)
H (-11.19, 8.12, 10.76)
H (-9.91, 4.04, 7.42)
H (-10.74, 4.46, 8.73)
C (-16.90, 9.38, 11.43)
C (-17.39, 9.40, 12.87)
C (-18.76, 10.08, 12.97)
O (-19.02, 10.64, 14.23)
C (-18.27, 11.83, 14.47)
N (-17.36, 8.04, 13.41)
H (-17.76, 9.30, 10.76)
H (-16.16, 8.58, 11.35)
H (-16.52, 10.32, 11.03)
H (-16.74, 9.98, 13.54)
H (-19.54, 9.32, 12.84)
H (-18.91, 10.85, 12.20)
H (-18.59, 12.58, 13.74)
H (-17.20, 11.76, 14.25)
H (-18.47, 12.27, 15.44)
H (-17.25, 8.15, 14.41)
H (-16.59, 7.41, 13.21)
C (-9.01, 5.77, 13.09)
C (-8.54, 5.30, 11.69)
C (-7.15, 4.70, 11.70)
O (-6.18, 5.68, 12.08)
C (-5.78, 6.45, 10.97)
N (-9.55, 4.35, 11.12)
H (-9.30, 4.95, 13.74)
H (-9.85, 6.45, 12.95)
H (-8.21, 6.32, 13.59)
H (-8.63, 6.08, 10.93)
H (-6.92, 4.30, 10.71)
H (-7.10, 3.85, 12.39)
H (-6.50, 7.24, 10.73)
H (-5.59, 5.83, 10.09)
H (-4.80, 6.90, 11.18)
H (-10.42, 4.87, 11.08)
H (-9.34, 4.22, 10.13)
C (-12.63, 12.83, 12.81)
C (-13.52, 11.58, 12.69)
C (-12.81, 10.35, 12.13)
O (-12.42, 10.63, 10.78)
C (-13.40, 10.24, 9.82)
N (-13.87, 11.27, 14.10)
H (-13.13, 13.69, 13.26)
H (-12.43, 13.12, 11.78)
H (-11.71, 12.64, 13.35)
H (-14.42, 11.91, 12.18)
H (-13.43, 9.45, 12.14)
H (-11.89, 10.17, 12.69)
H (-13.01, 10.53, 8.85)
H (-14.35, 10.73, 10.05)
H (-13.59, 9.16, 9.89)
H (-14.35, 10.37, 14.10)
H (-13.14, 11.28, 14.80)

Output
2S+1: 1
HOMO energy (eV): -8.9
HOMO-LUMO gap (eV): 9.018



Entry from the Open Molecules 2025 dataset: 3 unconnected molecules or ions with the total composition C24H26F7NO7PS2 (ωB97M-V/def2-TZVPD).

Atoms and positions in Å:
C (1.95, 3.34, -3.50)
C (1.26, 2.67, -2.30)
C (1.55, 3.48, -1.04)
C (1.73, 1.20, -2.29)
C (0.98, 0.25, -1.33)
P (0.84, -1.44, -2.18)
S (-0.84, -1.83, -3.06)
S (2.18, -0.01, 0.04)
O (3.13, -0.99, -0.42)
O (2.64, 1.22, 0.59)
C (1.19, -0.81, 1.42)
F (0.58, 0.17, 2.10)
F (0.25, -1.61, 0.89)
C (2.08, -1.62, 2.42)
F (3.30, -1.09, 2.47)
F (1.52, -1.52, 3.64)
C (2.20, -3.14, 2.10)
F (2.41, -3.35, 0.80)
F (1.08, -3.77, 2.46)
F (3.22, -3.64, 2.78)
C (-0.38, 0.78, -0.83)
C (-1.11, 1.89, -1.65)
C (-2.25, 1.34, -2.53)
C (-1.72, 2.87, -0.65)
N (-0.19, 2.62, -2.57)
O (-0.70, 3.63, -3.15)
H (2.99, 3.02, -3.55)
H (1.45, 3.06, -4.43)
H (1.91, 4.43, -3.41)
H (1.30, 2.96, -0.11)
H (0.97, 4.40, -1.08)
H (2.62, 3.73, -1.00)
H (1.55, 0.83, -3.31)
H (2.81, 1.15, -2.14)
H (1.95, -1.40, -3.04)
H (1.18, -2.39, -1.21)
H (-0.22, 1.20, 0.16)
H (-1.07, -0.05, -0.71)
H (-2.96, 2.13, -2.74)
H (-1.86, 0.97, -3.48)
H (-2.76, 0.51, -2.03)
H (-2.51, 2.34, -0.09)
H (-2.19, 3.71, -1.18)
H (-1.00, 3.25, 0.08)
C (3.76, -0.16, 8.83)
C (2.56, -0.49, 9.29)
C (1.46, -0.89, 8.37)
O (0.37, -1.19, 8.79)
C (1.76, -0.91, 6.92)
C (2.97, -0.59, 6.45)
C (4.06, -0.18, 7.37)
O (5.16, 0.12, 6.95)
H (4.58, 0.14, 9.48)
H (2.31, -0.48, 10.34)
H (0.95, -1.21, 6.27)
H (3.21, -0.59, 5.40)
C (-4.15, -1.56, -4.61)
C (-4.18, -2.64, -5.38)
C (-5.38, -3.51, -5.45)
O (-5.41, -4.49, -6.15)
C (-6.55, -3.12, -4.62)
C (-6.52, -2.03, -3.85)
C (-5.31, -1.17, -3.78)
O (-5.29, -0.19, -3.07)
H (-3.27, -0.92, -4.54)
H (-3.34, -2.95, -5.99)
H (-7.42, -3.76, -4.69)
H (-7.36, -1.73, -3.24)

Output
2S+1: 2
HOMO energy (spin up / spin down) (eV): -8.4 / -9.5
HOMO-LUMO gap (spin up / spin down) (eV): 6.915 / 8.017
Energy above the lowest of the compared OMol25 structures with the same formula, charge and spin (eV): 0.000



Entry from the Open Molecules 2025 dataset: a molecular structure, C39H46HfOP2 in a non-equilibrium geometry (ωB97M-V/def2-TZVPD).

Atoms and positions in Å:
Hf (2.66, -1.76, -1.12)
C (1.41, -0.66, 2.59)
C (2.58, -1.29, 2.48)
C (2.88, -2.73, 2.69)
C (2.38, -3.76, 1.62)
C (1.28, -3.30, 0.69)
C (-0.03, -3.04, 1.12)
C (-0.37, -2.69, 2.50)
C (0.06, -1.22, 2.93)
C (2.47, -2.39, -3.07)
H (1.36, 0.38, 2.25)
H (3.43, -0.74, 2.04)
H (2.53, -3.04, 3.70)
H (3.98, -2.82, 2.70)
H (3.27, -4.11, 1.05)
H (2.06, -4.69, 2.15)
H (1.36, -3.84, -0.28)
H (-0.86, -2.97, 0.41)
H (0.04, -3.42, 3.20)
H (-1.45, -2.67, 2.60)
H (-0.70, -0.53, 2.50)
H (-0.07, -1.13, 4.02)
H (1.57, -1.88, -3.48)
H (2.38, -3.47, -3.19)
H (3.38, -2.00, -3.54)
P (6.37, -3.46, -0.99)
P (4.33, -5.09, -1.78)
C (5.94, -4.69, 0.28)
C (4.98, -5.57, -0.17)
C (8.20, -3.67, -1.30)
C (9.06, -4.51, -0.57)
C (10.44, -4.61, -0.90)
C (10.96, -3.85, -1.93)
C (10.12, -2.99, -2.65)
C (8.76, -2.96, -2.39)
C (6.33, -1.86, -0.13)
C (5.22, -1.00, -0.31)
C (5.32, 0.31, 0.16)
C (6.44, 0.71, 0.91)
C (7.53, -0.14, 1.11)
C (7.44, -1.47, 0.63)
C (5.29, -6.47, -2.72)
C (6.66, -6.36, -3.06)
C (7.36, -7.43, -3.65)
C (6.69, -8.62, -3.95)
C (5.36, -8.78, -3.58)
C (4.71, -7.73, -2.93)
C (2.72, -6.00, -1.84)
C (1.95, -5.87, -3.00)
C (0.68, -6.44, -3.05)
C (0.19, -7.15, -1.95)
C (1.04, -7.46, -0.89)
C (2.34, -6.95, -0.88)
H (6.43, -4.74, 1.26)
H (4.80, -6.58, 0.20)
H (8.62, -5.09, 0.26)
H (11.12, -5.26, -0.34)
H (12.03, -3.89, -2.17)
H (10.53, -2.32, -3.42)
H (8.08, -2.37, -3.00)
H (4.49, -1.25, -1.24)
H (4.52, 1.01, -0.05)
H (6.45, 1.71, 1.35)
H (8.43, 0.20, 1.61)
H (8.27, -2.16, 0.80)
H (7.19, -5.43, -2.83)
H (8.44, -7.34, -3.83)
H (7.21, -9.43, -4.46)
H (4.81, -9.72, -3.74)
H (3.71, -7.92, -2.56)
H (2.35, -5.33, -3.85)
H (0.08, -6.31, -3.95)
H (-0.84, -7.49, -1.95)
H (0.73, -8.10, -0.08)
H (3.01, -7.31, -0.10)
C (0.10, 1.51, 0.07)
C (-0.24, 0.32, -0.81)
C (-1.58, -0.31, -0.48)
C (-0.48, 0.60, -2.30)
O (1.08, -0.68, -0.78)
H (-0.64, 2.34, -0.03)
H (1.09, 1.93, -0.17)
H (0.12, 1.27, 1.14)
H (-2.38, 0.41, -0.76)
H (-1.73, -1.20, -1.11)
H (-1.80, -0.59, 0.55)
H (0.38, 0.99, -2.84)
H (-0.76, -0.34, -2.80)
H (-1.34, 1.29, -2.44)

Output
Net charge: +2
2S+1: 1
HOMO energy (eV): -12.6
HOMO-LUMO gap (eV): 5.365
Energy above the lowest of the compared OMol25 structures with the same formula, charge and spin (eV): 0.575



Entry from the Open Molecules 2025 dataset: 6 unconnected molecules or ions with the total composition C18H27F4O16 in a non-equilibrium geometry (ωB97M-V/def2-TZVPD).

Atoms and positions in Å:
O (-0.08, -0.93, -1.03)
H (0.13, -1.44, -0.14)
C (-3.09, 0.99, -1.96)
C (-1.84, 1.76, -2.12)
O (-2.08, 2.99, -1.42)
C (-3.33, 3.01, -0.94)
O (-3.76, 3.96, -0.49)
O (-3.88, 1.84, -1.10)
F (-1.63, 2.13, -3.41)
H (-2.64, 0.09, -1.81)
H (-3.37, 0.97, -2.88)
H (-1.09, 1.32, -1.72)
C (2.61, -2.00, 0.99)
C (2.17, -2.95, -0.06)
O (1.27, -3.75, 0.52)
C (1.45, -3.60, 1.79)
O (0.75, -4.14, 2.61)
O (2.25, -2.63, 2.07)
F (3.21, -3.70, -0.54)
H (1.96, -1.10, 0.98)
H (3.80, -1.78, 1.11)
H (1.90, -2.42, -1.06)
C (2.88, 1.03, -1.29)
C (2.62, 0.10, -2.49)
O (3.69, -0.78, -2.23)
C (4.61, -0.22, -1.35)
O (5.73, -0.74, -1.17)
O (4.16, 0.84, -0.77)
F (2.89, 0.84, -3.52)
H (2.00, 1.01, -0.53)
H (2.73, 1.96, -1.62)
H (1.87, -0.59, -2.35)
C (-1.63, -3.71, -1.79)
C (-2.01, -3.04, -3.11)
O (-3.42, -3.19, -3.18)
C (-3.81, -4.01, -2.15)
O (-4.94, -4.34, -1.93)
O (-2.75, -4.38, -1.40)
F (-1.35, -3.47, -4.15)
H (-1.35, -2.84, -1.00)
H (-0.63, -4.30, -1.80)
H (-1.76, -1.99, -3.22)
C (-1.81, -2.18, 2.93)
O (-1.80, -0.81, 3.21)
C (-0.69, -0.18, 2.71)
C (-0.41, 1.24, 3.47)
O (0.21, 1.99, 2.72)
C (-0.47, 3.04, 2.02)
C (0.38, 3.88, 1.15)
O (1.00, 4.80, 1.99)
C (1.84, 5.74, 1.35)
H (-0.88, -2.73, 3.38)
H (-2.11, -2.52, 1.90)
H (-2.47, -2.85, 3.39)
H (-0.88, 0.13, 1.58)
H (0.16, -0.88, 2.87)
H (0.23, 0.99, 4.29)
H (-1.55, 1.53, 4.05)
H (-1.13, 3.60, 2.82)
H (-1.26, 2.47, 1.34)
H (-0.13, 4.53, 0.37)
H (1.26, 3.41, 0.61)
H (2.72, 5.18, 1.04)
H (2.11, 6.61, 1.91)
H (1.45, 6.16, 0.57)

Output
Net charge: -1
2S+1: 1
HOMO energy (eV): -5.6
HOMO-LUMO gap (eV): 8.023
Energy above the lowest of the compared OMol25 structures with the same formula, charge and spin (eV): 1.069



Entry from the Open Molecules 2025 dataset: a molecular structure, C3H7NO7Tl in a non-equilibrium geometry (ωB97M-V/def2-TZVPD).

Atoms and positions in Å:
Tl (-6.75, 15.88, -18.43)
N (-3.97, 20.62, -16.42)
O (-2.86, 20.75, -16.95)
O (-5.01, 20.41, -17.14)
O (-4.11, 20.88, -15.24)
O (-3.18, 16.12, -16.23)
H (-3.25, 15.27, -15.75)
C (2.90, 15.32, -11.42)
O (2.16, 14.18, -11.83)
C (1.52, 14.24, -12.97)
O (1.66, 15.07, -13.83)
O (0.69, 13.19, -12.91)
C (-0.18, 12.94, -13.94)
H (3.71, 15.46, -12.14)
H (3.54, 15.11, -10.57)
H (2.37, 16.26, -11.23)
H (0.33, 12.94, -14.91)
H (-1.00, 13.65, -13.95)
H (-0.54, 11.93, -13.76)

Output
Net charge: +1
2S+1: 1
HOMO energy (eV): -12.5
HOMO-LUMO gap (eV): 2.505
Energy above the lowest of the compared OMol25 structures with the same formula, charge and spin (eV): 1.773



Entry from the Open Molecules 2025 dataset: a molecular structure, C4H6O (ωB97M-V/def2-TZVPD).

Atoms and positions in Å:
C (-1.10, -0.98, 0.08)
C (-0.05, -0.14, 0.70)
C (1.31, -0.25, 0.03)
O (0.82, 0.45, -1.14)
C (-0.44, 0.64, -0.55)
H (-2.05, -0.62, 0.52)
H (-1.20, -0.09, -1.09)
H (-0.17, 0.31, 1.68)
H (1.64, -1.27, -0.22)
H (2.12, 0.32, 0.50)
H (-0.87, 1.63, -0.50)

Output
2S+1: 1
HOMO energy (eV): -8.6
HOMO-LUMO gap (eV): 9.584
Energy above the lowest of the compared OMol25 structures with the same formula, charge and spin (eV): 4.548